Version one
17
Properties=species:S:1:pos:R:3:nbo_charge:R:1 method="wB97M-V/def2-TZVPD" smiles="C=CN.O.O.O" homo_energy_ev=-8.62 orbital_gap_ev=9.41
C 0.25961 1.47538 1.14503 -0.55
C 1.27184 0.69430 1.50958 0.00
N 1.16967 -0.67287 1.63878 -0.83
H -0.60908 1.04026 0.64581 0.17
H 0.08290 2.53816 1.07590 0.22
H 2.09799 1.17145 1.99488 0.20
H 0.35873 -1.08141 1.19180 0.40
H 1.93235 -1.29549 1.82375 0.40
O 1.24716 0.32468 -1.56712 -0.95
H 1.44077 1.23778 -1.34687 0.49
H 1.14208 -0.22970 -0.79002 0.49
O -1.46620 0.16225 -1.88357 -0.99
H -1.46927 -0.07269 -2.81461 0.47
H -0.53532 0.31576 -1.63338 0.49
O -1.97109 -1.64119 0.07015 -0.97
H -2.02440 -0.73416 0.36474 0.48
H -2.26744 -1.72663 -0.83321 0.49

---

Version two
17
Properties=species:S:1:pos:R:3:nbo_charge:R:1 method="wB97M-V/def2-TZVPD" homo_energy_ev=-9.58 orbital_gap_ev=5.17
C -0.38536 0.09775 1.29038 -0.46
N -1.25006 -0.05878 0.16242 -0.16
C -0.57907 -0.10161 -1.05454 -0.48
O 1.51695 -2.36673 -0.18508 -0.99
H -0.97238 0.35549 2.16701 0.21
H 0.33876 0.90688 1.00905 0.32
H 0.20550 -0.80908 1.45432 0.28
H -1.79182 0.92149 0.10946 0.43
H -1.33496 -0.20509 -1.83075 0.22
H 0.08005 -0.97952 -1.04132 0.31
H 0.08287 0.77999 -1.31024 0.36
H 2.34123 -2.83884 -0.33745 0.47
H 2.75835 0.43482 -0.26521 0.45
O 1.83700 0.14474 -0.30235 -1.00
H 1.76800 -1.38975 -0.25177 0.49
H -2.63011 2.83372 0.41700 0.46
O -1.98497 2.27450 -0.03093 -0.91

---

Preferred: version one; penalty for the next structure: 628.4 kJ/mol.

---

Version one
17
Properties=species:S:1:pos:R:3:nbo_charge:R:1 method="wB97M-V/def2-TZVPD" smiles="C=CN.O.O.O" homo_energy_ev=-8.20 orbital_gap_ev=8.51
C -1.70032 0.03002 2.31810 -0.57
C -0.77210 0.76869 1.73538 0.02
N -1.06397 2.00728 1.15269 -0.83
H -2.70997 0.25752 2.60823 0.19
H -1.75099 -0.95984 2.76222 0.21
H 0.26693 0.47662 1.64725 0.20
H -1.95786 2.41492 1.32529 0.39
H -0.34410 2.45287 0.62564 0.39
O -0.68821 -0.89457 -1.83931 -0.95
H -1.11636 -0.75734 -2.69145 0.48
H -1.17342 -1.60020 -1.39894 0.48
O 1.98458 -1.98724 -1.47419 -0.98
H 1.93135 -2.49077 -0.64715 0.47
H 1.11076 -1.83097 -1.85469 0.50
O 3.01891 0.86246 -1.55970 -0.94
H 2.12201 1.20730 -1.63419 0.46
H 2.84275 0.04325 -1.07518 0.48

---

Version two
17
Properties=species:S:1:pos:R:3:nbo_charge:R:1 method="wB97M-V/def2-TZVPD" smiles=NCCO.O.O homo_energy_ev=-9.01 orbital_gap_ev=9.70
N 0.39608 -0.49116 2.03769 -0.85
C 0.66143 0.51528 1.00987 -0.24
C -0.67288 1.02889 0.48918 -0.07
O -0.46378 1.88799 -0.63328 -0.76
H -0.04916 -1.29308 1.59561 0.38
H 1.28561 -0.84262 2.38546 0.35
H 1.38770 0.19362 0.25860 0.17
H 1.11710 1.38763 1.49047 0.18
H -1.16016 1.57663 1.29697 0.17
H -1.31305 0.18025 0.22294 0.18
H -1.04206 2.66719 -0.59309 0.49
O 0.17260 -0.26389 -2.34709 -0.98
H 0.02776 0.58680 -1.95456 0.50
H 0.22273 -0.12813 -3.32129 0.48
O -0.28025 -2.17758 -0.30833 -0.97
H 0.19878 -1.77122 -1.04171 0.50
H -0.48847 -3.05662 -0.58744 0.47

---

Preferred: version two; penalty for the next structure: 101.0 kJ/mol.

---

Version one
17
Properties=species:S:1:pos:R:3:nbo_charge:R:1 method="wB97M-V/def2-TZVPD" homo_energy_ev=-8.76 orbital_gap_ev=3.54
C -1.09398 0.63224 1.63534 -0.28
C -1.08643 0.90289 0.30853 -0.21
N 1.90787 -0.03380 1.51039 -0.85
H -1.07988 -0.38694 1.96794 0.26
H -1.07548 1.42069 2.38264 0.20
H -0.76943 0.12409 -0.45558 0.26
H 2.52411 0.05829 2.33910 0.37
H 2.37362 -0.36686 0.66495 0.39
H 1.08839 -0.59194 1.69890 0.39
H -1.25873 1.90087 -0.13146 0.24
O 0.10093 -1.82238 1.36856 -0.78
H -0.49391 -1.33173 -2.18843 0.46
H 0.59827 -2.59508 1.74666 0.45
O 0.32332 -0.78495 -2.06635 -0.93
H -0.47044 1.91166 -3.21882 0.45
H 0.04028 0.23433 -2.24877 0.48
O -0.63503 1.42471 -2.35973 -0.90

---

Version two
17
Properties=species:S:1:pos:R:3:nbo_charge:R:1 method="wB97M-V/def2-TZVPD" smiles=CNCO.O.O homo_energy_ev=-9.39 orbital_gap_ev=9.91
C -0.75738 0.44205 -0.50175 -0.43
N -0.77499 0.78384 0.96169 -0.66
C -2.11884 0.44289 1.44629 0.08
O -2.96628 1.61797 1.39016 -0.75
H -0.20695 -0.48795 -0.64394 0.19
H 0.00917 1.06635 -0.99384 0.20
H -1.77290 0.47963 -0.80043 0.19
H -0.58870 1.78799 1.11282 0.36
H -2.69644 -0.20560 0.79794 0.18
H -2.08646 0.08788 2.51164 0.16
H -2.72038 2.32616 1.99137 0.47
O 5.05971 -0.19774 -2.88727 -0.93
H 4.42096 0.52193 -2.90251 0.46
H 4.70510 -0.78897 -3.55893 0.47
O 0.89166 -3.05183 0.51135 -0.92
H 0.31964 -2.66020 1.19904 0.46
H 1.28308 -2.16440 0.36638 0.46

---

Preferred: version two; penalty for the next structure: 804.4 kJ/mol.